[1]
C29H84Cu2O31 as an isolated structure at a distorted geometry, computed with wB97M-V/def2-TZVPD.

Calculated values
HOMO	-7.800	eV
molar mass	1056.1	g mol⁻¹
relative energy (zero: lowest compared OMol25 entry of this formula, charge and spin)	3.435	eV

Structure (XYZ):
```
146
Properties=species:S:1:pos:R:3:mulliken_charge:R:1
Cu 0.208 2.340 0.968 1.4345
Cu -1.537 -1.585 -2.093 0.9446
C 0.062 -0.125 -0.107 0.3723
O -0.766 0.276 0.731 -1.0832
O 0.110 -1.246 -0.562 0.5120
O 0.711 0.857 -0.523 -0.9408
C -1.304 -4.513 -4.515 -0.1895
C -0.190 -4.486 -5.569 -0.7234
O -0.296 -3.470 -6.624 -0.5817
O -1.351 -3.509 -3.591 -0.1362
H -1.261 -5.432 -3.931 0.3243
H -2.306 -4.526 -4.944 0.1433
H -0.143 -5.454 -6.068 0.3816
H 0.790 -4.297 -5.132 0.2736
H -0.322 -2.601 -6.218 0.3381
H -1.934 -3.915 -2.946 -0.1672
C -1.552 -3.720 2.975 -0.5427
C -0.178 -3.191 2.937 -0.2673
O 0.019 -1.749 2.963 0.0792
O -2.149 -3.510 1.702 -0.4716
H -2.280 -3.353 3.699 0.2868
H -1.593 -4.804 3.081 0.4209
H 0.115 -3.532 1.944 0.0406
H 0.440 -3.689 3.683 0.3753
H -0.169 -1.373 2.100 -0.1645
H -2.268 -2.572 1.535 0.1570
C 3.159 3.906 -2.433 0.4392
C 2.996 4.847 -1.211 -0.2482
O 1.633 4.454 -0.628 -0.4108
O 2.001 4.173 -3.313 -0.5947
H 2.958 2.884 -2.111 -0.3073
H 4.113 3.807 -2.951 0.4595
H 2.772 5.860 -1.546 0.3774
H 3.894 4.986 -0.610 0.2442
H 0.973 4.865 -1.190 0.0877
H 1.160 4.135 -2.853 0.2359
C -4.839 -3.749 -2.822 0.2132
C -4.248 -3.720 -1.389 -0.8243
O -2.948 -3.130 -1.260 0.4623
O -5.151 -2.417 -3.168 -0.5655
H -5.570 -4.552 -2.921 0.4542
H -4.006 -4.097 -3.433 -0.3854
H -4.464 -4.667 -0.894 0.4687
H -4.753 -3.096 -0.652 0.3316
H -2.498 -3.432 -0.467 -0.0873
H -5.383 -2.353 -4.097 0.2770
C -0.059 -6.497 -1.086 -0.7541
C 0.098 -7.333 0.223 -0.3084
O -1.044 -7.167 1.101 -0.5643
O -0.366 -5.140 -0.820 0.1667
H -0.933 -6.804 -1.659 0.3074
H 0.788 -6.625 -1.760 0.3983
H 0.890 -6.838 0.784 0.2279
H 0.460 -8.332 -0.020 0.3719
H -1.664 -6.566 0.680 0.2777
H 0.399 -4.616 -0.574 -0.0864
C -4.027 0.238 1.975 -0.1282
C -3.871 1.533 2.542 -0.7018
O -2.841 2.161 1.859 0.2641
O -2.981 -0.595 1.897 -0.3572
H -4.264 0.409 0.925 -0.2411
H -4.940 -0.288 2.253 0.5433
H -3.540 1.506 3.580 0.2024
H -4.816 2.076 2.565 0.5906
H -2.002 1.752 2.085 -0.4938
H -2.279 -0.218 1.361 0.1577
C -0.068 1.066 -4.399 -0.0340
C 0.837 0.384 -5.468 -0.5853
O -0.045 -0.492 -6.129 -0.5899
O -0.303 0.265 -3.250 0.3756
H -1.021 1.277 -4.882 0.0380
H 0.300 2.074 -4.207 0.2254
H 1.778 -0.114 -5.236 0.2683
H 1.046 1.227 -6.127 0.4371
H 0.249 -0.801 -6.989 0.3130
H 0.050 0.651 -2.445 -0.4837
C -1.386 2.210 5.428 -0.9143
C -0.770 1.462 4.198 0.7540
O -0.281 2.541 3.274 -0.2479
O -0.402 3.028 6.046 -0.5148
H -1.876 1.494 6.088 0.4452
H -2.201 2.832 5.057 0.3435
H -1.528 0.796 3.787 -0.1420
H -0.010 0.791 4.598 -0.1704
H 0.247 3.183 3.754 0.0993
H -0.754 3.678 6.659 0.3088
C 2.618 -1.692 -2.699 -0.3135
C 2.950 -2.896 -1.751 -0.6472
O 2.061 -3.086 -0.613 -0.5556
O 2.744 -0.483 -1.982 -0.4438
H 1.590 -1.887 -3.004 0.0336
H 3.192 -1.671 -3.625 0.4449
H 3.972 -2.757 -1.401 0.2846
H 2.830 -3.813 -2.328 0.3101
H 1.303 -2.498 -0.645 0.2404
H 1.925 -0.324 -1.507 0.1749
C 3.968 5.670 2.897 -0.9098
C 2.482 5.506 2.698 -0.2232
O 2.104 4.280 2.179 0.2039
O 4.649 5.847 1.654 -0.5151
H 4.446 4.868 3.460 0.2741
H 4.280 6.552 3.456 0.4023
H 2.134 6.286 2.020 0.3090
H 1.988 5.614 3.664 0.3691
H 2.428 4.368 1.280 -0.3390
H 4.355 6.642 1.204 0.2982
C -4.201 0.730 -2.607 -0.4817
C -3.524 2.036 -2.911 0.0454
O -3.422 2.072 -4.315 -0.6461
O -3.354 -0.357 -2.888 -0.0913
H -5.079 0.781 -3.250 0.3444
H -4.590 0.742 -1.590 0.2487
H -2.556 2.254 -2.461 -0.1644
H -4.228 2.834 -2.675 0.3678
H -3.011 1.244 -4.572 0.2729
H -3.908 -1.117 -3.084 0.0667
C -2.145 4.938 0.058 -0.3763
C -3.552 5.151 0.593 -0.8282
O -3.716 4.795 1.892 -0.6356
O -1.621 3.693 -0.019 -0.1772
H -1.413 5.565 0.567 0.2381
H -2.013 5.395 -0.922 0.3798
H -4.162 4.473 -0.004 0.2272
H -3.991 6.145 0.513 0.3984
H -3.787 3.842 1.990 0.1608
H -2.089 2.972 0.407 0.3611
C 4.040 -1.921 6.640 -0.1875
C 3.549 -1.626 5.253 -0.3147
O 2.330 -0.849 5.398 -0.5166
O 5.156 -2.753 6.667 -0.5704
H 3.361 -2.563 7.200 0.2321
H 4.224 -0.947 7.095 0.2598
H 3.270 -2.508 4.677 0.2914
H 4.181 -0.956 4.670 0.1713
H 1.721 -0.893 4.657 0.2494
H 5.332 -3.412 5.991 0.2974
C 4.979 1.269 0.518 -0.4148
C 5.238 2.112 1.797 0.3476
O 6.472 2.935 1.573 -0.5965
O 4.820 2.128 -0.611 -0.5052
H 4.258 0.459 0.631 0.2016
H 5.974 0.909 0.255 0.3525
H 5.173 1.537 2.720 0.3040
H 4.524 2.929 1.905 -0.2644
H 6.320 3.323 0.707 0.3299
H 3.894 2.383 -0.634 -0.0169
```

[2]
A 11-piece molecular cluster, C29H85N11O14 overall at a distorted geometry, computed with wB97M-V/def2-TZVPD.

Calculated values
HOMO	-8.118	eV
molar mass	812.1	g mol⁻¹
SMILES	COC[C@H](C)N.COC[C@H](C)N.COC[C@H](C)N.COC[C@H](C)N.COC[C@H](C)N.NC(N)=O.NC(N)=O.NC(N)=O.OCCO.OCCO.OCCO

Structure (XYZ):
```
139
Properties=species:S:1:pos:R:3:mulliken_charge:R:1
C 19.226 15.020 15.784 -0.9314
O 18.505 13.847 15.783 -0.2022
C 18.710 12.943 16.914 -1.0746
C 17.601 11.817 17.012 0.4911
C 17.946 10.608 17.912 -1.3972
N 17.522 11.196 15.666 -0.1217
H 18.865 15.700 16.556 0.3428
H 19.243 15.475 14.794 0.2407
H 20.239 14.831 16.140 0.3799
H 19.630 12.364 16.827 0.3732
H 18.710 13.441 17.884 0.4509
H 16.679 12.339 17.270 0.3631
H 17.605 10.749 18.937 0.3640
H 19.008 10.373 17.858 0.3380
H 17.449 9.703 17.562 0.1959
H 18.403 10.786 15.392 0.2308
H 17.543 11.987 15.038 0.0100
C 7.868 8.569 13.938 -0.8193
O 8.945 9.482 13.631 -0.4073
C 10.220 9.053 13.936 0.2228
C 10.554 7.634 13.319 0.2210
C 11.988 7.194 13.707 -1.5353
N 10.591 7.620 11.927 -0.4560
H 7.874 7.677 13.311 0.2806
H 6.855 8.956 14.047 0.3175
H 8.119 8.155 14.914 0.3340
H 10.931 9.783 13.547 -0.4161
H 10.321 9.011 15.020 0.1450
H 9.943 6.766 13.567 0.5195
H 12.663 8.039 13.572 0.0044
H 12.305 6.360 13.080 0.5094
H 11.921 6.859 14.742 0.3991
H 9.664 7.900 11.639 0.2242
H 10.676 6.676 11.575 0.2552
C 13.353 14.277 15.350 -1.2259
O 13.976 13.448 14.459 0.4244
C 14.383 12.219 14.969 0.1744
C 15.047 11.320 13.942 0.3937
C 14.047 11.094 12.746 0.4949
N 15.225 9.983 14.423 0.3643
H 13.128 15.214 14.841 0.3684
H 13.951 14.503 16.233 0.4078
H 12.409 13.874 15.715 0.2697
H 15.054 12.353 15.818 -0.2202
H 13.454 11.759 15.308 -0.3857
H 15.974 11.758 13.571 0.7149
H 14.546 10.679 11.870 -0.0942
H 13.785 12.055 12.305 -0.1632
H 13.087 10.642 12.994 -0.7692
H 15.882 9.485 13.840 -0.5153
H 15.787 10.085 15.256 0.3065
C 8.589 11.922 21.207 -0.8154
O 9.260 11.121 20.252 -0.3346
C 10.038 11.818 19.303 -0.9217
C 10.504 10.766 18.306 0.3250
C 11.215 11.524 17.121 -0.5009
N 9.395 10.031 17.803 -0.6301
H 7.740 12.445 20.767 0.3236
H 9.214 12.628 21.754 0.3009
H 8.068 11.302 21.937 0.2880
H 9.492 12.670 18.897 0.3352
H 10.983 12.164 19.722 0.4318
H 11.155 10.076 18.841 0.3376
H 11.705 10.807 16.462 -0.4051
H 11.971 12.192 17.534 0.3210
H 10.398 11.998 16.577 0.3417
H 8.766 10.668 17.335 0.2724
H 8.768 9.714 18.529 0.3002
C 17.436 8.940 11.395 -0.7816
O 16.697 8.938 10.237 -0.1487
C 17.425 9.368 9.163 -0.8865
C 18.009 10.886 9.238 0.2153
C 16.925 11.868 9.467 -0.5151
N 18.824 11.303 8.141 -0.7476
H 17.587 9.975 11.704 0.1440
H 18.399 8.434 11.322 0.4417
H 16.920 8.433 12.211 0.1982
H 18.240 8.685 8.924 0.3387
H 16.810 9.290 8.267 0.3584
H 18.600 10.933 10.153 0.2745
H 16.047 11.556 8.902 0.3530
H 17.202 12.905 9.277 0.3642
H 16.506 11.705 10.460 -0.2067
H 18.311 11.037 7.312 0.2886
H 19.634 10.703 8.081 0.2922
N 13.673 8.528 16.636 0.1626
C 14.377 7.573 17.035 0.4250
N 13.758 6.731 17.772 -0.3588
O 15.538 7.426 16.730 -0.7244
H 14.223 9.100 16.012 -0.2374
H 12.669 8.573 16.738 0.0896
H 14.229 5.976 18.250 0.2703
H 12.767 6.899 17.876 0.1153
N 13.139 8.214 10.430 -0.0299
C 13.149 8.117 9.168 0.5653
N 12.066 7.695 8.553 -0.4289
O 14.159 8.386 8.512 -0.6576
H 14.002 8.579 10.807 -0.0642
H 12.297 8.236 10.987 0.3041
H 12.215 7.663 7.554 0.2343
H 11.371 7.098 8.977 0.1563
N 15.568 14.248 11.260 0.1155
C 16.395 14.873 12.015 0.5004
N 15.866 14.886 13.165 0.0829
O 17.531 15.220 11.647 -0.8026
H 15.618 14.193 10.253 0.3043
H 14.652 14.061 11.643 -0.4219
H 16.260 15.516 13.850 0.2030
H 15.004 14.371 13.274 -0.1644
O 10.408 16.248 17.063 -0.4849
C 10.531 16.230 18.481 -0.3237
C 11.881 16.142 19.124 -0.1975
O 12.621 17.338 19.209 -0.5415
H 10.541 17.150 16.764 0.2664
H 9.951 17.002 18.988 0.3895
H 9.969 15.372 18.848 0.1374
H 12.478 15.355 18.665 0.0956
H 11.810 15.813 20.161 0.3439
H 12.183 17.928 19.826 0.3200
O 17.386 6.642 15.017 -0.6669
C 18.366 7.413 15.724 0.5339
C 19.725 7.342 15.022 -0.6922
O 19.848 8.411 14.148 -0.4581
H 16.540 6.873 15.407 0.5118
H 17.951 8.415 15.838 -0.4330
H 18.508 6.938 16.695 0.3415
H 19.980 6.401 14.534 0.2703
H 20.563 7.406 15.716 0.3683
H 20.565 9.027 14.316 0.2539
O 11.840 12.432 10.657 -0.4200
C 11.177 13.654 10.822 -0.8678
C 11.626 14.475 11.948 0.4219
O 12.792 15.162 11.597 -0.4497
H 11.418 11.706 11.123 0.2089
H 10.984 14.205 9.902 0.2998
H 10.185 13.264 11.051 0.3629
H 11.863 13.920 12.855 -0.3584
H 10.849 15.207 12.166 0.5347
H 12.629 16.107 11.551 0.2445
```

[3]
A 18-piece molecular cluster, C29H90N36O17Si overall at a distorted geometry, computed with wB97M-V/def2-TZVPD.

Calculated values
HOMO	-8.061	eV
molar mass	1243.4	g mol⁻¹

Structure (XYZ):
```
173
Properties=species:S:1:pos:R:3:mulliken_charge:R:1
C -2.953 2.745 0.106 -0.5908
C -2.846 1.104 0.008 -0.1824
C -1.314 0.532 -0.153 0.2662
C -0.815 -0.393 1.143 -0.7583
C 0.436 0.337 1.975 -0.2035
C -0.190 1.725 2.591 0.3519
Si -0.040 1.899 4.508 0.0828
C -1.585 2.974 5.068 -0.5498
N -1.325 4.463 4.998 -0.5700
C -0.232 0.210 5.461 0.2516
C 0.994 -0.536 6.291 -0.2628
C 0.602 -1.956 7.084 -0.2394
C -0.956 -2.447 6.963 -0.2395
N -2.074 -1.802 6.194 -0.4850
C -1.694 -0.529 5.493 -0.1115
H -2.743 3.262 -0.942 0.0695
H -4.060 3.001 0.470 0.3338
H -2.238 3.236 0.893 0.0245
H -3.419 0.560 0.885 0.3088
H -3.438 0.803 -0.984 -0.0433
H -1.313 -0.200 -1.091 -0.0487
H -0.547 1.392 -0.393 0.1261
H -1.731 -0.416 1.905 0.1442
H -0.501 -1.489 0.814 0.3516
H 1.236 0.643 1.144 -0.1277
H 0.926 -0.372 2.769 0.3785
H 0.396 2.637 2.104 0.1804
H -1.337 1.833 2.329 -0.4824
H 1.233 2.545 4.919 -0.2295
H -1.802 2.620 6.181 0.2983
H -2.485 2.598 4.421 0.2833
H -2.253 4.904 5.278 0.2521
H -0.618 4.647 5.771 0.2733
H 2.080 -0.068 6.338 0.2583
H 1.376 -2.569 7.735 0.3528
H -1.232 -3.442 7.563 0.3239
H -2.565 0.020 4.887 0.2263
C -4.983 -2.023 -2.216 0.6583
O -3.811 -2.337 -2.356 -0.6629
N -5.654 -1.295 -3.126 -0.2833
N -5.707 -2.376 -1.139 -0.3576
H -6.619 -1.026 -3.028 0.1103
H -5.146 -1.008 -3.953 0.3609
H -5.239 -2.925 -0.429 0.2847
H -6.672 -2.126 -1.005 0.1526
C -4.483 -6.254 -2.777 0.5450
O -5.353 -6.199 -3.631 -0.6923
N -3.894 -7.407 -2.411 -0.2459
N -4.035 -5.167 -2.124 -0.3188
H -3.176 -7.473 -1.709 0.0993
H -4.203 -8.250 -2.878 0.1912
H -4.452 -4.278 -2.369 0.1757
H -3.319 -5.192 -1.417 0.1674
C -0.888 6.377 0.298 0.7095
O -1.392 6.777 -0.740 -0.7482
N -1.615 5.873 1.312 -0.3339
N 0.438 6.405 0.522 -0.2915
H -1.219 5.539 2.174 0.1569
H -2.618 5.834 1.184 0.2046
H 1.021 6.777 -0.216 0.1678
H 0.870 6.080 1.370 0.1402
C -2.975 0.526 -4.764 0.6523
O -4.051 -0.019 -4.574 -0.8088
N -1.859 0.184 -4.095 -0.2838
N -2.810 1.518 -5.657 -0.1252
H -0.964 0.621 -4.237 0.1629
H -1.940 -0.559 -3.413 0.1380
H -3.625 1.806 -6.182 0.1805
H -1.932 1.979 -5.827 0.0714
C -2.782 -10.959 -1.591 0.7004
O -3.501 -10.264 -2.292 -0.6589
N -2.350 -10.568 -0.379 -0.3277
N -2.358 -12.179 -1.969 -0.4425
H -1.757 -11.126 0.212 0.1422
H -2.646 -9.656 -0.057 0.1918
H -2.661 -12.511 -2.875 0.2238
H -1.766 -12.766 -1.406 0.1597
C 0.315 4.118 -3.557 0.1680
O 0.152 3.012 -4.048 -0.7239
N -0.571 4.677 -2.714 0.0707
N 1.397 4.875 -3.816 -0.0677
H -0.454 5.587 -2.300 0.0868
H -1.399 4.140 -2.493 0.0128
H 2.088 4.491 -4.446 0.1904
H 1.549 5.788 -3.421 0.1500
C 4.461 0.852 -0.074 0.6304
O 4.042 1.083 1.049 -0.6006
N 4.066 1.548 -1.155 -0.4596
N 5.356 -0.119 -0.332 -0.4133
H 4.399 1.373 -2.088 0.1785
H 3.392 2.289 -1.006 0.1115
H 5.679 -0.667 0.455 0.2409
H 5.712 -0.324 -1.250 0.1548
C 2.460 -5.088 9.628 0.4572
O 1.741 -4.393 8.927 -0.6948
N 2.892 -4.697 10.840 -0.3061
N 2.884 -6.308 9.250 -0.3244
H 3.485 -5.255 11.431 0.2665
H 2.596 -3.785 11.162 0.1612
H 2.581 -6.640 8.344 0.1864
H 3.476 -6.895 9.812 0.2360
C 3.853 3.761 -7.092 0.5584
O 3.433 3.991 -5.968 -0.6467
N 3.457 4.457 -8.173 -0.3878
N 4.747 2.790 -7.349 -0.3885
H 3.791 4.282 -9.105 0.1523
H 2.784 5.197 -8.023 0.2509
H 5.071 2.242 -6.563 0.2086
H 5.104 2.585 -8.267 0.1544
C -2.883 1.882 -9.294 0.7058
O -3.302 2.113 -8.170 -0.6532
N -3.278 2.578 -10.375 -0.4576
N -1.988 0.911 -9.551 -0.3951
H -2.945 2.403 -11.307 0.1446
H -3.952 3.319 -10.225 0.2270
H -1.665 0.363 -8.765 0.2272
H -1.632 0.706 -10.469 0.1595
C -4.773 -11.627 2.307 0.6414
O -3.602 -11.942 2.166 -0.6299
N -5.445 -10.899 1.396 -0.3180
N -5.497 -11.981 3.384 -0.4151
H -6.409 -10.630 1.494 0.1674
H -4.937 -10.613 0.570 0.1567
H -5.029 -12.529 4.093 0.2253
H -6.463 -11.731 3.517 0.1592
C -6.874 0.128 -8.140 0.6053
O -7.377 0.528 -9.178 -0.6985
N -7.601 -0.376 -7.126 -0.3421
N -5.548 0.156 -7.916 -0.1656
H -7.205 -0.710 -6.264 0.1693
H -8.604 -0.415 -7.254 0.2001
H -4.964 0.528 -8.654 0.0500
H -5.115 -0.169 -7.068 0.1291
C 6.645 2.726 4.280 0.6865
O 6.891 2.815 5.473 -0.6903
N 7.043 3.647 3.385 -0.3998
N 5.953 1.698 3.755 -0.3075
H 6.850 3.591 2.399 0.1537
H 7.567 4.437 3.739 0.2461
H 5.635 0.983 4.395 0.1657
H 5.741 1.608 2.776 0.1588
C -0.369 6.581 -6.646 0.5877
O 0.803 6.267 -6.787 -0.6562
N -1.040 7.309 -7.557 -0.4176
N -1.093 6.228 -5.569 -0.2679
H -2.005 7.578 -7.459 0.1542
H -0.532 7.596 -8.383 0.2421
H -0.625 5.679 -4.859 0.3424
H -2.058 6.478 -5.436 0.1828
C 5.128 7.261 3.625 0.5833
O 4.258 7.316 2.771 -0.6433
N 5.716 6.108 3.991 -0.2856
N 5.576 8.348 4.278 -0.3904
H 6.434 6.042 4.693 0.1760
H 5.408 5.265 3.524 0.1409
H 5.159 9.237 4.033 0.2257
H 6.291 8.323 4.985 0.1612
C 5.314 -7.084 12.710 0.6896
O 4.444 -7.029 11.855 -0.6641
N 5.903 -8.237 13.076 -0.4434
N 5.762 -5.997 13.363 -0.3509
H 6.621 -8.303 13.777 0.1604
H 5.595 -9.080 12.609 0.2211
H 5.346 -5.108 13.118 0.1891
H 6.478 -6.022 14.070 0.1762
C 6.212 4.782 -2.216 0.5960
O 6.458 4.871 -1.024 -0.6838
N 6.611 5.703 -3.112 -0.3757
N 5.521 3.754 -2.741 -0.1795
H 6.418 5.647 -4.097 0.1525
H 7.134 6.493 -2.758 0.2402
H 5.202 3.039 -2.102 0.3276
H 5.309 3.664 -3.721 0.1107
```

Look up the HOMO of the third one. -8.061 eV

The lowest HOMO belongs to which entry? C29H85N11O14

The lowest HOMO belongs to which entry? C29H85N11O14

Among the records above, which one has the lowest HOMO? C29H85N11O14